No. 1
C40H33CrN6O3S2 as an isolated structure. Source: the Open Molecules 2025 dataset; level of theory: ωB97M-V/def2-TZVPD.

Each line ends with the Mulliken spin population.
CARTESIAN COORDINATES (ANGSTROEM)
Cr 1.07484 -1.02937 0.34146  3.165
S 2.82254 -0.33925 1.96734  -0.073
S -0.61598 -2.08111 -2.29310  0.012
O 0.40605 0.76004 -0.30337  0.045
O -0.95689 -3.42446 -2.69759  0.001
O 0.56775 -1.47817 -2.83088  0.012
N 0.22292 1.24697 2.45214  -0.001
N 2.42271 -0.45881 -1.01885  0.140
N 2.35051 0.79798 -1.53377  -0.082
N -0.54190 -1.93666 -0.68352  -0.061
N -0.15129 -1.82678 1.91175  -0.103
N 2.19989 -2.72490 0.16244  0.082
C -1.93964 0.30144 -2.50136  0.003
C -4.10858 -0.75995 -3.86078  0.000
C 3.73232 1.92669 3.11627  -0.007
C -5.22244 1.49061 -4.00028  0.000
C -1.92532 -2.84215 3.79648  0.014
C 4.03355 -4.79375 -0.18977  0.075
C -3.42000 -3.56260 1.94949  0.012
C -1.98578 -1.05434 -2.78875  -0.006
C 0.28942 5.34871 -2.26689  0.030
C -4.08431 0.60191 -3.57467  0.002
C 3.40516 -1.29210 -1.30262  0.051
C 3.31316 -2.53889 -0.65283  0.284
C -2.23502 -2.95649 2.42369  -0.009
C -1.07673 3.18973 2.91611  0.001
C -2.69752 -3.12459 -0.32342  0.014
C 0.03119 3.87153 3.31932  0.001
C -1.30306 -2.43432 1.50455  0.037
C 2.85203 -4.98923 0.57141  0.172
C -0.93945 1.84408 2.49537  0.010
C 0.10834 -1.74347 3.19687  0.035
C 2.61390 1.25154 2.66592  -0.025
C 3.66662 3.22858 3.64163  0.000
C 1.78914 3.46572 -2.34498  0.030
C -1.52592 -2.51475 0.09343  -0.028
C 1.29798 3.24636 3.28520  -0.001
C 4.25556 -3.58974 -0.78796  0.022
C 2.47734 3.89748 3.71268  0.000
C -2.13896 1.04328 2.06999  0.002
C 4.52649 -0.93259 -2.22368  0.002
C -3.62610 -3.63328 0.60164  -0.006
C -0.54823 4.64024 -1.41792  -0.023
C 1.34800 1.91700 2.79876  0.040
C -0.76005 -2.24716 4.18057  -0.010
C 1.46064 4.75459 -2.72652  -0.017
C 1.26400 1.35822 -1.08192  0.111
C 0.94756 2.74585 -1.49631  -0.023
C -0.22077 3.34740 -1.03341  0.026
C 1.99625 -3.92642 0.71183  -0.044
C -3.06720 -1.58882 -3.47157  -0.001
C -2.98643 1.11974 -2.89355  -0.002
H 5.14732 -3.41730 -1.37579  0.017
H 2.62033 -5.93822 1.03206  0.014
H -2.62409 -3.23305 4.52738  0.000
H -0.86008 2.78500 -0.36537  0.011
H -6.16340 1.17034 -3.54874  0.000
H 2.41924 4.91334 4.08534  0.000
H -4.13674 -3.95999 2.65715  0.000
H -0.03906 4.89900 3.65995  0.000
H -1.93539 0.56714 1.10958  0.008
H 5.47474 -0.87824 -1.68204  0.004
H -4.52694 -4.09857 0.21981  -0.001
H 4.58003 3.70938 3.97151  0.000
H -2.94327 2.17882 -2.66485  0.001
H -0.48921 -2.14433 5.22213  0.000
H -4.95411 -1.17751 -4.39667  0.000
H -3.07443 -2.64436 -3.70946  0.000
H -2.34973 0.25621 2.79806  0.002
H 0.03781 6.35868 -2.56681  0.003
H -5.04200 2.52457 -3.70847  0.000
H 4.75392 -5.59574 -0.29477  0.008
H 4.69309 1.43571 3.02630  0.000
H 4.32555 0.03747 -2.66971  0.003
H -1.45941 5.09636 -1.04883  -0.001
H 1.09092 -4.02697 1.30001  0.011
H -3.02604 1.67111 1.97927  0.000
H -2.89926 -3.24074 -1.37415  0.003
H 2.69436 2.99032 -2.69699  0.002
H -1.09697 0.70051 -1.95638  0.007
H -2.05330 3.65797 2.91421  0.000
H -5.35355 1.46301 -5.08385  0.000
H 2.12108 5.30286 -3.38752  -0.001
H 1.03960 -1.25912 3.45878  -0.006
H 4.63075 -1.67514 -3.01716  0.003

As for the expectation value of S²: 6.06. Its spin multiplicity is 5. Its total charge is -1. The energy relative to the best compared isomer or geometry (same formula, charge and spin) is 0.000 eV. For the LUMO energy (alpha / beta), the calculation gives 2.4 / 2.3 eV. The value obtained for the HOMO energy (alpha / beta) is -2.3 / -4.3 eV.

No. 2
A 7-piece molecular cluster, C40H33F2NO14S overall. Source: the Open Molecules 2025 dataset; level of theory: ωB97M-V/def2-TZVPD.

Each line ends with the Löwdin charge.
CARTESIAN COORDINATES (ANGSTROEM)
S -1.98956 -0.88230 -1.65422  0.902
F -1.38173 0.36453 -0.58757  -0.255
F -8.51622 -1.70454 -1.72160  -0.142
O -7.97202 -7.09939 -6.60632  0.104
O 0.81926 4.62822 -0.01446  0.085
O 2.88948 -1.29901 0.44343  0.092
O -0.79077 -1.86309 -1.84598  -0.343
O 3.03661 1.52575 -3.71951  0.107
O -0.54561 -4.21705 0.55993  0.078
O 1.26885 7.33613 5.23415  0.099
O -2.24083 -0.22138 -3.02835  -0.324
O 3.53200 1.91659 3.00392  0.097
O 4.40148 -5.63364 -0.77762  0.099
O 4.38702 7.69556 0.94261  0.092
O -7.06043 -2.40270 -4.28694  0.079
O 8.72387 2.29991 4.08422  0.104
O 0.96639 -0.00986 5.22979  0.099
N -3.37971 -1.55891 -0.86669  -0.289
C 2.52674 2.23911 -2.86649  -0.376
C 3.26349 -5.30753 -0.46915  -0.382
C 2.50188 -6.05371 0.55181  0.022
C -6.16090 -4.38399 -5.19111  0.022
C 1.25781 -5.69798 0.88659  0.021
C 5.26628 1.61827 4.57091  0.024
C 1.32913 3.91486 -0.86748  -0.374
C 3.66987 7.61214 1.93015  -0.383
C 1.98600 7.41955 4.24660  -0.384
C 4.72651 2.00557 3.25241  -0.373
C 1.20385 -0.21918 1.68632  0.025
C 0.90702 2.51133 -1.04559  0.020
C 5.68440 2.50344 2.24554  0.027
C -6.38948 -5.56535 -5.77287  0.024
C -7.27046 -3.48295 -4.82121  -0.373
C 3.07561 8.41270 4.17161  0.020
C 2.59806 -4.15271 -1.10428  0.026
C -4.66925 -0.84199 -1.15771  -0.210
C 3.86000 8.50162 3.09312  0.019
C 1.35399 -3.79698 -0.76950  0.014
C 3.13670 -1.41286 2.78400  0.017
C 2.94885 3.64264 -2.68838  0.025
C -8.64297 -3.93674 -5.12038  0.029
C 1.79587 6.53008 3.08363  0.032
C 2.44765 -1.00196 1.54482  -0.377
C -8.87155 -5.11811 -5.70215  0.024
C -7.36424 -0.83267 -1.33828  -0.131
C 0.71917 0.10399 2.88922  0.030
C 1.46501 1.73053 -1.97582  0.036
C 0.59238 -4.54315 0.25146  -0.372
C 1.40822 -0.30691 4.12840  -0.389
C -7.76199 -6.01914 -6.07204  -0.383
C 6.57147 1.71306 4.84260  0.026
C -6.00688 -1.79532 -1.24184  -0.164
C -3.47556 -3.05990 -0.96745  -0.117
C 2.39086 4.42344 -1.75815  0.023
C 7.52936 2.21094 3.83574  -0.382
C 6.98959 2.59824 2.51723  0.027
C 2.65202 -1.08969 3.98690  0.009
C 2.58026 6.61899 2.00514  0.025
H 0.71126 0.07489 0.76755  0.091
H -9.44605 -3.26420 -4.84367  0.126
H 0.85183 -2.95284 -1.22676  0.082
H -7.55722 -0.40144 -0.26608  0.124
H -5.16038 -4.03573 -4.96543  0.119
H -0.19237 0.67706 3.00971  0.126
H -4.11958 -3.45492 -0.04386  0.126
H 3.00404 -6.89785 1.00907  0.122
H -6.16157 -2.48881 -0.30987  0.122
H 4.55016 1.25585 5.29828  0.122
H 4.66408 9.22389 3.02221  0.121
H 3.72921 3.99972 -3.34928  0.124
H -9.87207 -5.46637 -5.92782  0.124
H -3.90206 -3.45433 -2.00672  0.115
H 3.20185 9.05839 5.03241  0.122
H 7.70571 2.96066 1.78986  0.125
H -5.94268 -2.42913 -2.23239  0.096
H 4.04824 -1.98592 2.66351  0.124
H 2.45402 5.97331 1.14434  0.093
H -2.42891 -3.62184 -0.84663  0.095
H 3.17084 -3.61580 -1.85054  0.129
H -5.58640 -6.23789 -6.04959  0.124
H 1.16689 0.69873 -2.11842  0.119
H -4.67653 -0.16422 -2.11143  0.133
H 0.12666 2.15424 -0.38469  0.097
H -7.21936 0.07215 -2.09455  0.138
H 5.27284 2.78425 1.28346  0.122
H 6.98303 1.43226 5.80468  0.124
H 0.68503 -6.23489 1.63285  0.120
H -4.85877 -0.10498 -0.23792  0.145
H 0.99179 5.80780 3.15454  0.125
H 2.68898 5.45524 -1.61555  0.122
H 3.14461 -1.38376 4.90567  0.122

As for the structure (SMILES): CN(CCCF)S(=O)(=O)F.O=C1C=CC(=O)C=C1.O=C1C=CC(=O)C=C1.O=C1C=CC(=O)C=C1.O=C1C=CC(=O)C=C1.O=C1C=CC(=O)C=C1.O=C1C=CC(=O)C=C1. For the LUMO energy, the calculation gives -1.9 eV. The value obtained for the HOMO energy is -10.2 eV.

no.,F_max (eV/Å)
1,0.67
2,6.87